Record 1
Here is a molecular structure, C40H58BMnN7OS3 from OMol25. Energies are from ωB97M-V/def2-TZVPD.

Element x y z (Å)
1 Mn -0.18083 0.20868 0.85234
2 C 3.62173 5.32317 -1.13545
3 C 2.36172 4.61589 -0.63867
4 C 1.19671 5.60322 -0.67356
5 C 2.62865 4.11065 0.77886
6 N 2.05718 3.47330 -1.55794
7 C 2.75318 3.23142 -2.73126
8 C 2.15331 2.19585 -3.34207
9 N 1.09386 1.78850 -2.56448
10 B 0.18339 0.64521 -3.07386
11 N -1.30401 1.04118 -2.81397
12 C -1.80134 2.08861 -3.55667
13 C -3.00929 2.40960 -3.06723
14 N -3.27208 1.55723 -2.00722
15 C -2.21155 0.71418 -1.86608
16 S -2.03267 -0.58580 -0.73938
17 C -4.56987 1.70706 -1.26990
18 C -4.69256 3.18088 -0.86415
19 C -5.68887 1.30482 -2.22916
20 C -4.66733 0.86653 -0.00414
21 N 0.54611 -0.78365 -2.61082
22 C 0.09884 -1.83228 -3.38701
23 C 0.78549 -2.92941 -3.03922
24 N 1.67461 -2.57175 -2.02944
25 C 1.50961 -1.23306 -1.77260
26 S 2.20466 -0.27164 -0.55036
27 C 2.64660 -3.59768 -1.52876
28 C 3.57478 -3.10662 -0.42409
29 C 1.85947 -4.79598 -0.99726
30 C 3.50880 -4.01236 -2.72547
31 C 1.04767 2.56346 -1.46367
32 S -0.11248 2.47342 -0.19292
33 H 3.83066 6.14475 -0.45176
34 H 3.49390 5.74917 -2.13133
35 H 4.48804 4.65999 -1.13400
36 H 1.42626 6.44669 -0.01999
37 H 0.27610 5.13889 -0.32878
38 H 1.04674 5.98325 -1.68610
39 H 3.10020 4.90959 1.35403
40 H 3.30349 3.25304 0.76206
41 H 1.71123 3.82034 1.27816
42 H 3.60621 3.80590 -3.03203
43 H 2.39052 1.69924 -4.26507
44 H 0.33717 0.66136 -4.27394
45 H -1.24087 2.51324 -4.37053
46 H -3.70660 3.16154 -3.38314
47 H -4.83926 3.84302 -1.71733
48 H -3.79918 3.49715 -0.32441
49 H -5.55369 3.29850 -0.20648
50 H -5.68590 1.91114 -3.13582
51 H -6.65291 1.43684 -1.73624
52 H -5.58759 0.25617 -2.51186
53 H -3.88232 1.10620 0.71174
54 H -4.63011 -0.19806 -0.20728
55 H -5.63226 1.10214 0.45063
56 H -0.67827 -1.70116 -4.11839
57 H 0.71421 -3.93413 -3.41101
58 H 3.03544 -2.79903 0.46681
59 H 4.19118 -2.27131 -0.74497
60 H 4.22278 -3.94877 -0.17027
61 H 1.29481 -4.52575 -0.10750
62 H 2.55994 -5.58652 -0.72387
63 H 1.16767 -5.20306 -1.73374
64 H 4.02868 -3.14327 -3.13122
65 H 2.92263 -4.46726 -3.52470
66 H 4.25342 -4.73986 -2.40125
67 C -4.77422 -1.77905 2.50601
68 C -3.68190 -1.21519 3.37769
69 C -3.80341 -1.27004 4.76164
70 C -2.78181 -0.76551 5.55341
71 C -2.88230 -0.79963 7.05648
72 C -1.64258 -0.23495 4.96399
73 C -1.46132 -0.17893 3.56405
74 C -2.54598 -0.66575 2.80677
75 N -0.33830 0.29169 2.88452
76 C 0.88275 0.64830 3.63632
77 C 1.43104 -0.50457 4.51139
78 C 2.73731 -0.09471 5.20032
79 C 3.80827 0.19093 4.14752
80 C 3.32151 1.32511 3.24640
81 C 3.12850 2.58790 4.08552
82 C 2.05425 2.32114 5.14003
83 C 2.49800 1.16399 6.04281
84 C 0.73713 1.95698 4.44733
85 C 1.98920 0.92120 2.60656
86 H -5.63683 -2.07078 3.10521
87 H -4.43046 -2.66121 1.96102
88 H -5.11118 -1.05129 1.76494
89 H -4.69071 -1.69792 5.21480
90 H -3.86233 -1.15192 7.37832
91 H -2.72288 0.19145 7.48597
92 H -2.12970 -1.46475 7.48616
93 H -0.89136 0.14027 5.63520
94 H -2.49917 -0.62708 1.72739
95 H 1.60328 -1.36855 3.85809
96 H 0.71788 -0.82943 5.26449
97 H 3.06875 -0.91168 5.84805
98 H 3.99244 -0.70759 3.54929
99 H 4.75468 0.46537 4.62527
100 H 4.05438 1.50760 2.45463
101 H 2.82153 3.42422 3.44911
102 H 4.07222 2.87110 4.56402
103 H 1.90435 3.22121 5.74352
104 H 1.73406 0.96642 6.80230
105 H 3.41654 1.43758 6.57244
106 H 0.44095 2.74746 3.74872
107 H -0.05397 1.89286 5.18896
108 H 2.15890 0.01404 2.01555
109 H 1.65433 1.70642 1.92171
110 O -0.40392 -2.92784 1.37928
111 C 0.02709 -1.95116 1.04559

Summary:
**Frontier orbital gap (alpha / beta)**: 6.79 / 6.91 eV
**Lowest unoccupied orbital energy (alpha / beta)**: 0.52 / 0.50 eV
**Total charge**: 0
**2S+1**: 6

These are the Löwdin partial charges, in e, on atoms 1 to 6: Mn 0.36; C -0.06; C -0.54; C -0.04; C -0.05; N 0.01


Record 2
Here is 2 unconnected molecules or ions with the total composition C3H12N2OS in a non-equilibrium geometry from OMol25. Energies are from ωB97M-V/def2-TZVPD.

Element x y z (Å)
1 N 2.24375 0.27848 0.24637
2 C 0.78241 0.62454 0.32205
3 C 0.64781 1.53126 -0.77990
4 S -0.84043 2.57305 -0.47848
5 C -0.25401 -0.60660 0.28683
6 N 0.07926 -1.56175 1.35294
7 H 2.28132 -0.74609 0.06278
8 H -1.21206 2.97024 -1.71397
9 H 2.65923 0.52807 1.14871
10 H 0.63607 1.15781 1.41715
11 H 0.64734 1.16539 -1.83900
12 H 1.50752 2.20593 -0.98260
13 H -1.30925 -0.10186 0.55280
14 H -0.23840 -1.10027 -0.67452
15 H -0.12411 -1.17055 2.29367
16 H -0.23159 -2.49672 1.15120
17 H -3.04187 -1.98858 -0.29985
18 H -1.66490 -1.44475 -0.93965
19 O -2.56809 -1.81761 -1.12653

Summary:
**Frontier orbital gap (alpha / beta)**: 2.12 / 8.48 eV
**Lowest unoccupied orbital energy (alpha / beta)**: 3.10 / 3.25 eV
**Total charge**: -1
**2S+1**: 2

These are the natural (NBO) partial charges, in e, on atoms 1 to 6: N -0.87; C -0.16; C -0.51; S -0.19; C -0.51; N -1.04


Record 3
Here is 2 unconnected molecules or ions with the total composition C6H17N3 from OMol25. Energies are from ωB97M-V/def2-TZVPD.

Element x y z (Å)
1 C -1.98871 -0.83301 -0.01774
2 C -1.69531 -2.12769 0.69181
3 C -2.14859 -0.90220 -1.50301
4 N -2.11109 0.28770 0.54663
5 H 0.84148 -0.45591 -1.12092
6 H -2.00846 0.26247 1.56150
7 H -0.09060 1.12241 0.36173
8 H -2.50916 -2.36493 1.38507
9 H -0.76912 -2.01586 1.26965
10 H -1.57378 -2.94946 -0.01059
11 H -3.02694 -1.49477 -1.74591
12 H -2.26353 0.09175 -1.91282
13 H -1.28176 -1.38436 -1.95231
14 C 1.19678 2.36101 -0.82312
15 C 0.99027 1.24097 0.19127
16 N 1.70500 1.57202 1.42383
17 N 1.68103 -1.09125 0.66572
18 C 1.54093 -0.07946 -0.37470
19 H 1.40636 0.94907 2.16495
20 H 1.46366 2.51318 1.70830
21 H 2.00611 -1.96027 0.25335
22 H 2.39444 -0.78609 1.32792
23 H 2.49905 0.13262 -0.87632
24 H 0.76044 2.08625 -1.77961
25 H 0.72194 3.27646 -0.47787
26 H 2.25959 2.54932 -0.95672

Summary:
**Frontier orbital gap**: 9.86 eV
**Lowest unoccupied orbital energy**: 0.98 eV
**Total charge**: 0
**SMILES string**: C[C@H](N)CN.CC(C)=N

These are the natural (NBO) partial charges, in e, on atoms 1 to 6: C 0.34; C -0.71; C -0.67; N -0.66; H 0.18; H 0.33


Here are the calculated energy above the lowest of the compared OMol25 structures with the same formula, charge and spin numbers, same order: 4.0 164.0 35.5 (kJ/mol).
Here are the calculated electronic energy numbers, same order: -119409.160 -19165.857 -10967.839 (eV).